(1)
This record from OMol25 describes a molecular structure, C40H39N8O8PS4Sc at a distorted geometry. The level of theory is the ωB97M-V functional and the def2-TZVPD basis.

CARTESIAN COORDINATES (ANGSTROEM)
1 Sc -0.103179 -1.066336 0.977716
2 C -1.034401 0.767686 5.297677
3 C -0.957777 -0.213085 4.289449
4 N -0.010347 -0.241641 3.386303
5 C 0.964005 0.705629 3.435022
6 C 0.941902 1.762284 4.363302
7 C -0.103643 1.763012 5.314645
8 C 1.945783 2.758916 4.308884
9 C 2.922248 2.668784 3.357935
10 C 2.974808 1.593995 2.450422
11 C 2.026620 0.586567 2.475451
12 N 1.928426 -0.490129 1.626906
13 C 3.016883 -1.117362 1.111595
14 C 4.353733 -0.954832 1.467662
15 C 5.375031 -1.699194 0.855464
16 C 5.124491 -2.619594 -0.124151
17 C 3.780535 -2.852525 -0.502599
18 C 3.409445 -3.788303 -1.493132
19 C 2.094246 -3.972061 -1.807258
20 C 1.125086 -3.217870 -1.120007
21 N 1.443699 -2.332796 -0.206154
22 C 2.744518 -2.126457 0.117950
23 H -1.851160 0.738268 6.003962
24 H -1.727446 -0.972377 4.219831
25 H -0.152987 2.562276 6.043913
26 H 1.918131 3.579231 5.013324
27 H 3.679027 3.439921 3.291662
28 H 3.745132 1.578494 1.694003
29 H 4.618842 -0.258035 2.246836
30 H 6.395185 -1.528433 1.177820
31 H 5.919939 -3.177265 -0.598878
32 H 4.185300 -4.356233 -1.993552
33 H 1.782653 -4.685820 -2.556435
34 H 0.068272 -3.336756 -1.332826
35 O -6.225050 1.609223 -1.754739
36 C -5.237023 1.132772 -1.256560
37 S -4.323781 1.888562 0.052145
38 C -3.050453 0.675693 0.180074
39 C -3.160805 -0.400553 -0.627782
40 S -2.160610 -1.828387 -0.597691
41 S -4.533896 -0.415859 -1.731033
42 S -1.827007 0.948148 1.399104
43 O 0.494717 0.161713 -0.778332
44 P 0.827043 1.325366 -1.653664
45 N 0.256153 1.047727 -3.177985
46 C 0.003862 2.032532 -4.218285
47 C -1.430260 1.731690 -4.643310
48 C -1.483440 0.202988 -4.594618
49 C -0.412536 -0.205253 -3.561936
50 N 2.487526 1.487779 -1.661682
51 C 3.128304 2.604612 -2.346512
52 C 3.599858 2.064572 -3.710439
53 C 3.576842 0.532460 -3.550175
54 C 3.239736 0.300884 -2.070443
55 N 0.392222 2.844945 -1.201897
56 C 0.929896 3.297618 0.104493
57 C -0.026365 4.402681 0.573072
58 C -0.911160 4.696273 -0.637466
59 C -0.974446 3.358785 -1.354342
60 H 0.681832 1.854807 -5.065909
61 H 0.182955 3.044879 -3.856421
62 H -1.675069 2.136497 -5.624610
63 H -2.130533 2.147961 -3.917409
64 H -1.244442 -0.217116 -5.573553
65 H -2.466480 -0.157873 -4.307004
66 H 0.317775 -0.882494 -4.021770
67 H -0.827485 -0.693868 -2.685365
68 H 3.990714 2.923099 -1.750231
69 H 2.445253 3.449615 -2.423296
70 H 4.593230 2.439763 -3.957151
71 H 2.925244 2.381270 -4.506349
72 H 4.520621 0.063884 -3.827466
73 H 2.794255 0.101125 -4.175207
74 H 4.147826 0.228228 -1.461740
75 H 2.653486 -0.601090 -1.902507
76 H 1.956986 3.642339 -0.022559
77 H 0.933725 2.470031 0.814191
78 H 0.515770 5.286474 0.909524
79 H -0.627725 4.033378 1.402397
80 H -0.438357 5.440768 -1.284181
81 H -1.902769 5.055238 -0.366206
82 H -1.240023 3.460213 -2.404839
83 H -1.688507 2.702597 -0.871460
84 O -0.745012 -4.985587 2.088173
85 C -1.217624 -3.865246 2.048167
86 O -0.533832 -2.783813 1.840280
87 C -2.736441 -3.704638 2.188661
88 C -3.354048 -2.466400 2.334802
89 C -4.733872 -2.414138 2.437748
90 C -5.543276 -3.528693 2.353967
91 C -4.896660 -4.739281 2.206672
92 C -3.517330 -4.853177 2.135940
93 N -5.720297 -5.958419 2.127924
94 O -5.151135 -7.013940 1.935239
95 O -6.924485 -5.834967 2.252953
96 N -5.376460 -1.108616 2.667323
97 O -4.680954 -0.227668 3.127441
98 O -6.560793 -1.007346 2.396517
99 H -2.790650 -1.542787 2.329034
100 H -6.617958 -3.455529 2.408774
101 H -3.039779 -5.814411 2.026766

Cartesian forces (eV/Å) of the 6 atoms listed first:
-0.18 0.87 -0.17
0.01 -0.04 -0.06
-0.02 0.00 -0.06
0.06 0.00 -0.11
0.02 0.00 0.01
0.00 0.01 0.06

The HOMO energy comes out at -4.08 eV. As for the charge: -1. The energy above the lowest of the compared OMol25 structures with the same formula, charge and spin comes out at 0.000 eV. The value obtained for the energy is -143751.935 eV. The lowest unoccupied orbital energy is 1.658 eV.

Mulliken population analysis, charges in e, atoms 1 to 99:
1. Sc -0.56
2. C -1.02
3. C 0.01
4. N 0.15
5. C -0.16
6. C 1.21
7. C -0.89
8. C -0.97
9. C -1.16
10. C 0.13
11. C 0.13
12. N 0.47
13. C 0.71
14. C -1.01
15. C -0.93
16. C -1.12
17. C 1.50
18. C -0.90
19. C -1.11
20. C -0.20
21. N 0.63
22. C -0.73
23. H 0.44
24. H 0.33
25. H 0.41
26. H 0.40
27. H 0.38
28. H 0.50
29. H 0.74
30. H 0.39
31. H 0.42
32. H 0.42
33. H 0.46
34. H 0.47
35. O -0.64
36. C 0.67
37. S -0.18
38. C -0.20
39. C 0.43
40. S -0.80
41. S -0.27
42. S -0.44
43. O 2.34
44. P -1.45
45. N 0.84
46. C -1.05
47. C -0.63
48. C -0.72
49. C 0.49
50. N 0.06
51. C -0.91
52. C -0.85
53. C -0.67
54. C -0.21
55. N 0.16
56. C 0.77
57. C -0.88
58. C -0.99
59. C 0.71
60. H 0.43
61. H 0.45
62. H 0.50
63. H 0.19
64. H 0.30
65. H 0.35
66. H 0.28
67. H -0.84
68. H 0.45
69. H 0.51
70. H 0.39
71. H 0.21
72. H 0.54
73. H 0.18
74. H 0.48
75. H -0.33
76. H 0.53
77. H -1.22
78. H 0.40
79. H 0.33
80. H 0.32
81. H 0.43
82. H 0.23
83. H -0.71
84. O -0.75
85. C -0.41
86. O 0.07
87. C 0.13
88. C 1.16
89. C -0.60
90. C -0.62
91. C -0.27
92. C -0.65
93. N 1.04
94. O -0.63
95. O -0.64
96. N 1.10
97. O -0.52
98. O -0.65
99. H 0.49

(2)
This record from OMol25 describes a molecular structure, C40H40AsGeN7O4S2Tc at a distorted geometry. The level of theory is the ωB97M-V functional and the def2-TZVPD basis.

CARTESIAN COORDINATES (ANGSTROEM)
1 Tc -1.679243 0.344069 0.796118
2 N 0.224094 -2.586040 3.044125
3 C -0.453003 -2.009830 2.043140
4 S 0.228214 0.666051 2.076355
5 N -1.610257 -2.482507 1.711023
6 N -2.296026 -1.620367 0.868355
7 C -3.362423 -2.154805 0.365947
8 C -4.429335 -1.459084 -0.270705
9 C -5.532623 -2.184195 -0.764648
10 C -6.664292 -1.544022 -1.194674
11 C -6.743707 -0.145899 -1.097145
12 C -5.677504 0.585851 -0.637748
13 C -4.478188 -0.051198 -0.268016
14 O -3.452666 0.692379 0.088473
15 H 1.176442 -2.331202 3.233574
16 H -0.137116 -3.436242 3.444253
17 H -3.481897 -3.219859 0.544130
18 H -5.473154 -3.266081 -0.780423
19 H -7.500156 -2.107628 -1.584476
20 H -7.652696 0.365214 -1.385728
21 H -5.716836 1.665365 -0.565154
22 N 4.299864 4.551073 0.803354
23 C 2.954900 4.326543 0.703227
24 C 2.472774 3.245311 -0.050719
25 C 1.117745 3.056448 -0.206680
26 C 0.219887 3.935703 0.390453
27 C 0.677736 4.997984 1.159726
28 C 2.035063 5.187817 1.319603
29 S -1.498648 3.683781 0.187802
30 O -2.227405 4.853605 0.554051
31 O -1.701433 3.146247 -1.143492
32 N -1.789808 2.428049 1.175373
33 C -2.604615 2.313138 2.238541
34 N -3.225347 3.288009 2.892213
35 C -3.970040 2.914553 3.920980
36 C -4.125051 1.587315 4.322814
37 C -3.460854 0.634057 3.585644
38 N -2.690888 0.988734 2.561847
39 H 4.942543 3.834106 0.519671
40 H 4.638614 5.246868 1.441863
41 H 3.179730 2.559886 -0.505938
42 H 0.740691 2.225187 -0.790180
43 H -0.041618 5.666469 1.614334
44 H 2.399402 6.013460 1.918405
45 H -4.476209 3.714669 4.449616
46 H -4.737008 1.314382 5.168097
47 H -3.529461 -0.425493 3.801753
48 C -3.314788 1.301904 -2.969591
49 As -1.501999 0.774239 -2.611101
50 C -0.352840 2.006961 -3.547446
51 C -1.412606 -0.860161 -3.638773
52 O -0.935120 0.174178 -1.112518
53 H -3.271153 1.740775 -3.967691
54 H -3.650888 2.050859 -2.262829
55 H -3.959732 0.429255 -2.971341
56 H -0.500865 1.812285 -4.609870
57 H 0.686101 1.844374 -3.287644
58 H -0.643749 3.021903 -3.305806
59 H -1.355771 -0.652936 -4.706257
60 H -2.312779 -1.439749 -3.431874
61 H -0.546356 -1.429240 -3.321763
62 C 0.124547 -0.849985 1.301960
63 Ge 1.820887 -1.442296 0.308011
64 C 2.116824 -3.300649 0.883011
65 C 3.280579 -3.641693 1.568078
66 C 3.554066 -4.966956 1.887576
67 C 2.668202 -5.966794 1.518321
68 C 1.497703 -5.639184 0.844494
69 C 1.223327 -4.316689 0.534300
70 C 2.003864 -1.513790 -1.649024
71 C 2.274031 -0.354827 -2.374455
72 C 2.607553 -0.420879 -3.720268
73 C 2.688028 -1.650911 -4.359341
74 C 2.429820 -2.811413 -3.648393
75 C 2.091566 -2.742950 -2.301563
76 C 3.397191 -0.409817 0.876846
77 C 3.493277 0.372601 2.026021
78 C 4.685249 1.002344 2.359835
79 C 5.805299 0.845120 1.556860
80 C 5.731399 0.050953 0.420117
81 C 4.536585 -0.568846 0.084018
82 H 3.983877 -2.866826 1.851883
83 H 4.462504 -5.215798 2.420857
84 H 2.888862 -7.000524 1.749803
85 H 0.801019 -6.417050 0.558689
86 H 0.296927 -4.071492 0.023860
87 H 2.266886 0.602499 -1.863731
88 H 2.833617 0.483232 -4.271048
89 H 2.975082 -1.705493 -5.401451
90 H 2.516412 -3.777097 -4.129649
91 H 1.919370 -3.658839 -1.753633
92 H 2.640217 0.502395 2.678269
93 H 4.737923 1.615487 3.250626
94 H 6.736889 1.328597 1.822007
95 H 6.607113 -0.091278 -0.199935
96 H 4.487655 -1.183667 -0.807581

Cartesian forces (eV/Å) of the 6 atoms listed first:
1.46 0.07 0.32
-0.06 0.19 0.16
-0.23 0.18 0.02
-0.79 0.03 -0.51
0.02 -0.24 0.24
-0.17 -0.06 -0.29

The HOMO energy comes out at -10.18 eV. As for the charge: +1. The value obtained for the energy is -201968.874 eV. The lowest unoccupied orbital energy is -4.292 eV.

Computed Mulliken charges, given in elementary charges:
1. Tc -1.11
2. N -0.04
3. C -0.87
4. S -0.47
5. N -1.15
6. N 1.02
7. C -0.61
8. C 0.66
9. C -0.86
10. C -0.79
11. C -0.57
12. C -0.43
13. C 0.01
14. O 0.30
15. H 0.26
16. H 0.27
17. H 0.47
18. H 0.45
19. H 0.44
20. H 0.46
21. H 0.53
22. N -0.44
23. C 0.77
24. C -0.42
25. C 0.40
26. C -0.39
27. C -0.75
28. C -0.89
29. S 0.80
30. O -0.71
31. O -0.72
32. N 0.44
33. C 0.24
34. N -0.62
35. C -0.39
36. C -0.85
37. C -0.09
38. N 0.47
39. H 0.19
40. H 0.20
41. H 0.23
42. H -0.06
43. H 0.54
44. H 0.34
45. H 0.46
46. H 0.43
47. H 0.56
48. C -1.29
49. As 0.52
50. C -1.05
51. C -0.90
52. O 0.71
53. H 0.62
54. H 0.24
55. H 0.37
56. H 0.52
57. H 0.09
58. H 0.37
59. H 0.48
60. H 0.38
61. H 0.01
62. C 2.16
63. Ge 2.18
64. C -0.09
65. C -0.48
66. C -0.70
67. C -0.68
68. C -0.81
69. C -0.50
70. C 0.39
71. C 0.11
72. C -0.79
73. C -0.90
74. C -0.62
75. C -0.51
76. C 0.58
77. C -0.54
78. C -0.77
79. C -0.71
80. C -0.75
81. C -0.46
82. H 0.31
83. H 0.44
84. H 0.41
85. H 0.44
86. H 0.51
87. H 0.24
88. H 0.48
89. H 0.39
90. H 0.43
91. H 0.31
92. H 0.45
93. H 0.41
94. H 0.41
95. H 0.43
96. H 0.48

(3)
This record from OMol25 describes a molecular structure, C40H40F10GeN3SbSeV. The level of theory is the ωB97M-V functional and the def2-TZVPD basis.

CARTESIAN COORDINATES (ANGSTROEM)
1 V 1.107143 0.714533 0.738634
2 C 0.823913 3.702651 2.353587
3 N 1.746709 2.598544 2.077353
4 C 2.113236 1.973070 3.368295
5 C 2.744994 0.615140 3.172313
6 N 1.802035 -0.209426 2.428555
7 C 1.872466 -1.568954 2.630444
8 C 3.054026 -2.299190 2.821049
9 F 4.241869 -1.672137 2.765934
10 C 3.068924 -3.669757 3.000573
11 F 4.231445 -4.309389 3.153533
12 C 1.892751 -4.390908 2.969305
13 F 1.900666 -5.719340 3.120241
14 C 0.708306 -3.717280 2.756348
15 F -0.442561 -4.395041 2.720496
16 C 0.709682 -2.347658 2.596239
17 F -0.472798 -1.742037 2.377442
18 C 2.956929 3.134123 1.406931
19 C 2.818814 2.960363 -0.088048
20 N 2.530373 1.565451 -0.426524
21 C 3.526282 0.853605 -1.068983
22 C 3.218505 0.055045 -2.178040
23 F 1.983614 0.105965 -2.692605
24 C 4.127743 -0.788796 -2.785709
25 F 3.757463 -1.535781 -3.829868
26 C 5.427613 -0.843449 -2.328391
27 F 6.320905 -1.643495 -2.914170
28 C 5.792450 -0.045881 -1.259930
29 F 7.045124 -0.091419 -0.801820
30 C 4.860662 0.771856 -0.649717
31 F 5.268160 1.478231 0.416587
32 H 1.274392 4.412277 3.058901
33 H -0.100415 3.321078 2.782738
34 H 0.578918 4.231239 1.434775
35 H 1.191943 1.842554 3.937101
36 H 2.771739 2.644892 3.935218
37 H 2.950223 0.195138 4.162437
38 H 3.716076 0.719532 2.676231
39 H 3.821907 2.582366 1.759762
40 H 3.099630 4.187607 1.677615
41 H 3.705285 3.321071 -0.617188
42 H 1.996450 3.595808 -0.441947
43 C -0.749877 -1.591553 -5.772889
44 C 0.288085 -2.239298 -5.116048
45 C 0.419410 -2.127497 -3.739029
46 C -0.480719 -1.358316 -3.003786
47 C -1.521844 -0.719050 -3.668529
48 C -1.656812 -0.833519 -5.047156
49 Sb -0.253129 -1.227058 -0.892707
50 C -2.267093 -1.665657 -0.412007
51 C -2.835794 -1.095719 0.726080
52 C -4.158498 -1.360001 1.059173
53 C -4.925207 -2.192389 0.255455
54 C -4.370569 -2.755970 -0.886117
55 C -3.048890 -2.490736 -1.219461
56 C 0.752629 -3.068866 -0.628224
57 C 2.138434 -3.004422 -0.486352
58 C 2.888040 -4.168206 -0.372485
59 C 2.251449 -5.401675 -0.381862
60 C 0.870416 -5.471164 -0.506081
61 C 0.121196 -4.308372 -0.636372
62 H -0.852721 -1.681226 -6.847335
63 H 1.001348 -2.832848 -5.674798
64 H 1.238129 -2.640634 -3.245765
65 H -2.249815 -0.135256 -3.120036
66 H -2.473859 -0.331650 -5.551034
67 H -2.246286 -0.443417 1.358940
68 H -4.588284 -0.918169 1.950450
69 H -5.955647 -2.400779 0.516459
70 H -4.968732 -3.400454 -1.519261
71 H -2.633588 -2.919741 -2.124989
72 H 2.641679 -2.046093 -0.459371
73 H 3.965364 -4.109628 -0.261356
74 H 2.830908 -6.310771 -0.274746
75 H 0.374933 -6.434446 -0.497357
76 H -0.955334 -4.376599 -0.728756
77 C -3.826738 5.339504 2.081482
78 Ge -4.582085 4.075596 0.799933
79 C -6.464585 3.733779 1.205628
80 C -4.397207 4.776558 -1.014074
81 C -3.578904 2.390324 0.965210
82 Se -1.698191 2.600220 0.479250
83 C -1.878159 2.163934 -1.400705
84 H -4.311010 6.313869 1.993160
85 H -2.758378 5.472990 1.899108
86 H -3.960436 4.985714 3.105958
87 H -7.049076 4.652979 1.130910
88 H -6.579181 3.341358 2.218149
89 H -6.886311 3.006034 0.509488
90 H -4.967753 5.701746 -1.117312
91 H -4.767767 4.066879 -1.756512
92 H -3.351260 5.000913 -1.234135
93 H -3.988202 1.577918 0.363891
94 H -3.590789 2.048624 2.002255
95 H -2.403899 2.947581 -1.939814
96 H -2.417398 1.224147 -1.488148
97 H -0.875582 2.048311 -1.812076

Cartesian forces (eV/Å) of the 6 atoms listed first:
0.31 0.72 0.58
-0.01 0.03 -0.07
0.13 -0.24 0.12
-0.09 0.08 0.02
0.02 -0.02 0.00
-0.26 -0.12 -0.32

The HOMO energy (alpha / beta) comes out at -6.76 / -7.54 eV. Its spin multiplicity is 4. The energy above the lowest of the compared OMol25 structures with the same formula, charge and spin comes out at 0.146 eV. The value obtained for the energy is -227859.094 eV. The lowest unoccupied orbital energy (alpha / beta) is 0.249 / 0.248 eV.

Computed Mulliken charges, given in elementary charges:
1. V 0.86
2. C -1.79
3. N 1.28
4. C -1.39
5. C -0.69
6. N 0.00
7. C -0.53
8. C 1.10
9. F -0.39
10. C 0.07
11. F -0.39
12. C 0.77
13. F -0.40
14. C 0.21
15. F -0.43
16. C -0.04
17. F -0.37
18. C -1.02
19. C -1.19
20. N -0.15
21. C -0.46
22. C 0.19
23. F -0.48
24. C 0.29
25. F -0.34
26. C 0.71
27. F -0.34
28. C 0.08
29. F -0.33
30. C 0.95
31. F -0.38
32. H 0.37
33. H 0.32
34. H 0.45
35. H 0.43
36. H 0.34
37. H 0.57
38. H 0.30
39. H 0.51
40. H 0.27
41. H 0.44
42. H 0.46
43. C -0.66
44. C -0.78
45. C -0.38
46. C 0.93
47. C -0.50
48. C -0.70
49. Sb 1.41
50. C 0.81
51. C -0.55
52. C -0.80
53. C -0.67
54. C -0.85
55. C -0.57
56. C 0.80
57. C -0.07
58. C -0.84
59. C -0.94
60. C -0.67
61. C -0.73
62. H 0.36
63. H 0.45
64. H 0.48
65. H 0.31
66. H 0.43
67. H 0.35
68. H 0.46
69. H 0.39
70. H 0.42
71. H 0.51
72. H 0.14
73. H 0.56
74. H 0.36
75. H 0.39
76. H 0.38
77. C -1.19
78. Ge 0.63
79. C -1.19
80. C -1.24
81. C -1.13
82. Se -0.11
83. C -0.69
84. H 0.37
85. H 0.36
86. H 0.35
87. H 0.37
88. H 0.36
89. H 0.36
90. H 0.41
91. H 0.35
92. H 0.36
93. H 0.31
94. H 0.57
95. H 0.60
96. H -0.25
97. H 0.33